Here is 9 unconnected molecules or ions with the total composition C30H57N2O25 in a non-equilibrium geometry from the OMol25 dataset. Energies are from ωB97M-V with the def2-TZVPD basis set.

Calculated values
M   845.77 g mol⁻¹
Multiplicity   1
Lowest unoccupied orbital energy   -5.6 eV
Net charge   +1
HOMO energy   -12.02 eV

Each line ends with the Löwdin charge.
Geometry (Å):
C  5.07  -3.70  1.70  -0.09
O  4.44  -3.40  0.41  -0.29
C  5.36  -2.70  -0.51  -0.13
C  5.62  -1.12  -0.05  -0.09
C  4.39  -0.43  0.69  0.11
C  4.67  1.09  1.19  0.07
C  6.17  1.51  0.79  0.05
N  7.08  0.64  0.05  -0.03
N  6.94  -0.62  -0.40  0.13
H  5.82  -2.89  2.09  0.10
H  5.60  -4.75  1.73  0.12
H  4.19  -3.76  2.50  0.12
H  4.79  -2.61  -1.56  0.16
H  6.36  -3.27  -0.73  0.15
H  3.38  -0.99  0.86  0.14
H  3.92  1.76  1.78  0.14
H  6.54  2.59  1.12  0.16
H  8.03  1.05  -0.18  0.19
C  -1.58  4.15  -0.94  -0.03
O  -0.55  3.65  -1.80  0.00
C  0.40  2.92  -1.16  -0.57
O  0.43  2.66  0.03  0.09
O  1.30  2.52  -2.09  0.00
C  2.37  1.73  -1.56  -0.06
H  -2.29  4.72  -1.55  0.10
H  -2.13  3.32  -0.47  0.10
H  -1.17  4.81  -0.18  0.09
H  1.98  0.81  -1.12  0.09
H  2.94  2.30  -0.82  0.08
H  3.04  1.47  -2.38  0.10
C  -4.37  9.12  -3.22  -0.05
O  -5.50  8.87  -2.38  -0.01
C  -5.46  7.68  -1.73  -0.56
O  -4.56  6.85  -1.81  0.10
O  -6.58  7.57  -0.98  -0.01
C  -6.67  6.36  -0.23  -0.05
H  -4.51  10.10  -3.69  0.10
H  -3.45  9.15  -2.63  0.10
H  -4.30  8.37  -4.01  0.09
H  -5.84  6.28  0.48  0.10
H  -6.69  5.49  -0.91  0.10
H  -7.61  6.38  0.33  0.09
C  2.78  -6.61  4.56  -0.04
O  3.58  -6.81  5.72  -0.01
C  4.33  -5.73  6.07  -0.56
O  4.35  -4.65  5.50  0.09
O  5.04  -6.05  7.18  -0.01
C  5.87  -5.00  7.67  -0.05
H  2.23  -7.53  4.37  0.09
H  2.05  -5.81  4.73  0.10
H  3.40  -6.39  3.69  0.09
H  5.27  -4.14  7.97  0.10
H  6.62  -4.72  6.93  0.10
H  6.39  -5.37  8.56  0.10
C  0.13  -12.59  2.82  -0.05
O  0.94  -12.79  3.98  -0.01
C  1.68  -11.71  4.33  -0.56
O  1.70  -10.63  3.76  0.10
O  2.39  -12.04  5.44  -0.01
C  3.22  -10.99  5.93  -0.05
H  -0.42  -13.52  2.62  0.10
H  -0.60  -11.79  2.98  0.10
H  0.75  -12.37  1.94  0.10
H  2.62  -10.12  6.22  0.10
H  3.97  -10.71  5.18  0.10
H  3.74  -11.36  6.82  0.10
C  -0.92  4.73  2.79  -0.05
O  -2.31  5.01  2.91  -0.01
C  -2.66  5.66  4.05  -0.56
O  -1.89  6.00  4.93  0.11
O  -4.00  5.86  4.03  -0.01
C  -4.51  6.54  5.18  -0.05
H  -0.76  4.21  1.84  0.06
H  -0.34  5.66  2.77  0.10
H  -0.59  4.07  3.60  0.10
H  -4.07  7.54  5.26  0.10
H  -4.32  5.96  6.08  0.10
H  -5.59  6.65  5.06  0.10
C  0.33  -4.97  -4.97  -0.05
O  0.24  -4.23  -3.76  -0.01
C  1.12  -4.61  -2.80  -0.56
O  1.95  -5.50  -2.90  0.11
O  0.93  -3.82  -1.72  -0.01
C  1.79  -4.11  -0.62  -0.05
H  -0.42  -4.59  -5.67  0.10
H  1.32  -4.85  -5.43  0.10
H  0.12  -6.03  -4.79  0.10
H  2.84  -3.95  -0.90  0.07
H  1.64  -5.13  -0.26  0.11
H  1.55  -3.42  0.19  0.09
C  -6.57  -1.06  -1.93  -0.05
O  -5.61  -0.23  -1.26  -0.01
C  -4.34  -0.39  -1.70  -0.56
O  -3.97  -1.16  -2.57  0.11
O  -3.54  0.45  -0.99  -0.01
C  -2.16  0.38  -1.34  -0.04
H  -7.55  -0.84  -1.50  0.10
H  -6.60  -0.83  -3.00  0.10
H  -6.34  -2.12  -1.76  0.10
H  -2.02  0.67  -2.38  0.11
H  -1.76  -0.62  -1.15  0.10
H  -1.62  1.09  -0.71  0.07
C  -4.42  5.96  -8.20  -0.05
O  -3.68  7.00  -8.84  -0.01
C  -3.25  7.98  -8.01  -0.56
O  -3.44  8.02  -6.80  0.10
O  -2.57  8.89  -8.74  -0.01
C  -2.05  9.98  -7.98  -0.05
H  -4.72  5.24  -8.97  0.10
H  -3.80  5.45  -7.46  0.10
H  -5.33  6.36  -7.74  0.10
H  -1.33  9.63  -7.23  0.10
H  -2.86  10.54  -7.51  0.10
H  -1.52  10.65  -8.67  0.10